Molecular formula: C3H4INO
Method: DFT, ωB97M-V/def2-TZVPD

Summary:
E_HOMO = -9.4339 eV
Structure (SMILES) = C/C=N/C(=O)I
Frontier orbital gap = 9.17 eV

Geometry as XYZ:
```
10
Properties=species:S:1:pos:R:3:forces:R:3
C 0.965 -0.437 0.366 -0.5 -0.1 -0.8
C 3.140 -1.337 -0.046 1.5 0.1 -0.3
C -0.207 0.157 -0.304 -0.6 -0.6 3.1
N 1.910 -0.952 -0.244 -0.3 0.9 -2.1
O 3.621 -2.402 -0.185 0.4 -1.2 0.3
I 4.529 0.381 0.028 -0.2 0.0 0.2
H 1.006 -0.559 1.372 -0.3 0.3 3.4
H -0.406 -0.508 -1.050 -1.2 -1.8 -2.2
H 0.075 1.017 -0.785 0.6 2.5 -0.9
H -1.065 0.308 0.394 0.7 -0.1 -0.7
```
Forces are in eV/Å.

---

Molecular formula: C18H19N3O5S
Method: DFT, ωB97M-V/def2-TZVPD

Summary:
E_HOMO = -8.2429 eV
Structure (SMILES) = COc1ccc(CNC(=O)CNS(=O)(=O)c2cccc(C#N)c2)cc1OC
Frontier orbital gap = 8.28 eV

Geometry as XYZ:
```
46
Properties=species:S:1:pos:R:3:forces:R:3
C 0.503 2.726 3.646 0.0 0.2 0.1
H 1.505 3.163 3.695 0.0 0.0 0.0
O 0.544 1.392 3.197 0.1 -0.4 -0.2
C 1.040 1.150 1.951 0.1 0.0 0.1
C 1.454 2.122 1.057 0.0 -0.1 0.4
C 1.894 1.776 -0.213 0.1 -0.3 -0.1
C 1.959 0.451 -0.594 0.0 0.2 0.0
C 1.580 -0.538 0.313 0.0 0.0 0.2
C 1.104 -0.209 1.568 0.0 -0.1 0.1
O 0.662 -1.109 2.490 0.1 0.4 0.0
C 0.790 -2.480 2.193 0.0 -0.2 0.0
H 0.361 -3.004 3.045 0.0 0.0 -0.1
H 1.841 -2.766 2.085 0.0 0.0 0.0
H 0.247 -2.756 1.282 0.0 0.0 0.0
H 1.639 -1.571 0.015 0.0 -0.2 0.0
C 2.400 0.051 -1.980 0.1 0.2 0.0
N 1.424 -0.802 -2.630 0.4 -0.2 0.3
C 0.500 -0.316 -3.475 -0.1 -0.4 -0.5
O 0.471 0.825 -3.884 -0.1 0.4 -0.1
C -0.524 -1.371 -3.926 0.6 0.0 0.0
N -1.645 -1.388 -2.998 -0.1 -0.4 0.8
S -1.507 -2.162 -1.527 -0.4 0.1 -0.2
O -2.613 -3.062 -1.383 -0.1 0.2 0.0
O -0.181 -2.712 -1.386 -0.1 0.1 -0.1
C -1.724 -0.847 -0.334 0.0 -0.4 -0.4
C -1.442 0.466 -0.643 0.0 0.3 0.1
C -1.649 1.435 0.340 -0.2 -0.9 0.1
C -2.124 1.073 1.603 0.0 0.0 -0.2
C -2.389 -0.253 1.889 0.0 0.0 -0.1
C -2.194 -1.217 0.913 0.0 -0.1 0.1
H -2.413 -2.258 1.095 -0.1 -0.1 0.1
H -2.745 -0.533 2.867 0.0 0.0 0.1
H -2.283 1.835 2.351 0.0 0.1 0.0
C -1.389 2.801 0.073 0.0 0.4 -0.1
N -1.205 3.918 -0.100 0.1 0.4 -0.1
H -1.081 0.742 -1.621 0.0 0.1 -0.1
H -2.524 -1.642 -3.419 -0.2 0.0 0.0
H -0.898 -1.074 -4.907 0.0 0.0 0.2
H -0.047 -2.355 -3.992 -0.1 0.1 -0.1
H 1.231 -1.698 -2.196 0.1 0.2 -0.2
H 2.522 0.938 -2.606 0.1 -0.1 0.1
H 3.350 -0.493 -1.935 -0.1 0.1 -0.1
H 2.180 2.554 -0.902 0.0 0.1 -0.1
H 1.421 3.165 1.327 -0.1 0.1 0.1
H -0.130 3.350 3.007 0.0 0.0 0.0
H 0.080 2.684 4.648 0.0 0.1 -0.1
```
Forces are in eV/Å.

---

Molecular formula: C33H36IrN6O7Si
Method: DFT, ωB97M-V/def2-TZVPD

Summary:
Spin multiplicity = 2
E_HOMO (alpha / beta) = -7.7241 / -7.7238 eV
Frontier orbital gap (alpha / beta) = 6.36 / 5.10 eV

Geometry as XYZ:
```
84
Properties=species:S:1:pos:R:3:forces:R:3
Ir -0.584 0.693 0.432 3.4 3.8 1.8
O -0.392 -3.695 -1.523 -0.2 -0.1 -0.1
C 0.944 -3.787 -1.409 0.0 -0.1 0.0
C 1.577 -4.809 -2.120 0.0 0.0 0.0
C 2.946 -4.953 -2.057 0.1 0.0 0.0
C 3.723 -4.093 -1.277 0.0 -0.1 0.0
C 3.100 -3.096 -0.560 -0.1 0.0 0.0
C 1.709 -2.927 -0.610 0.2 0.1 0.0
C 1.069 -1.839 0.144 -0.8 -0.1 0.1
O -0.176 -1.585 -0.045 0.3 -1.4 -0.1
N 1.777 -1.176 1.048 0.1 0.2 -0.3
N 1.016 -0.137 1.485 -0.3 -1.3 0.4
C 1.206 0.261 2.691 -0.1 0.3 0.2
C 0.237 1.216 3.227 0.1 -0.3 -0.2
C 0.377 1.905 4.417 -0.1 0.1 0.2
C -0.671 2.713 4.836 0.1 0.0 0.0
C -1.819 2.798 4.062 0.0 0.0 0.0
C -1.877 2.103 2.864 0.0 0.0 0.1
N -0.865 1.337 2.465 -0.4 -0.5 -0.2
H -0.674 -2.874 -1.065 0.1 0.1 0.1
H 0.964 -5.468 -2.722 0.0 0.0 0.0
H 3.422 -5.742 -2.627 0.0 0.0 0.0
H 4.798 -4.205 -1.240 0.0 0.0 0.0
H 3.671 -2.413 0.056 0.0 0.0 0.0
H 1.991 -0.180 3.294 0.0 0.1 0.0
H 1.288 1.816 4.994 0.0 0.0 0.0
H -0.592 3.271 5.759 0.0 0.0 0.0
H -2.662 3.400 4.371 0.0 0.0 0.0
H -2.731 2.151 2.200 0.0 0.0 0.0
O 0.963 7.406 0.945 0.1 -0.2 -0.1
C 1.847 6.534 0.925 0.2 0.5 0.1
O 3.086 6.592 1.047 -0.2 -0.1 0.0
C 1.308 5.107 0.740 -0.1 -0.3 0.0
C 2.084 4.012 1.100 0.1 0.1 0.0
C 1.588 2.734 0.998 -0.3 0.2 0.0
N 0.344 2.489 0.540 0.0 0.4 -0.6
C -0.409 3.547 0.162 0.4 0.3 0.3
C 0.035 4.847 0.251 -0.1 0.0 0.1
C -1.771 3.201 -0.309 -0.3 -0.5 0.0
O -2.594 4.007 -0.662 0.1 0.1 0.0
O -1.979 1.906 -0.265 -1.8 0.0 -0.3
H 3.089 4.191 1.458 0.0 0.0 0.0
H 2.183 1.897 1.300 0.0 0.0 0.0
H -0.619 5.657 -0.043 0.0 0.0 0.0
C -0.974 -2.186 3.078 0.0 0.0 -0.1
N -2.044 -2.688 2.232 0.0 -0.2 0.1
C -2.348 -4.114 2.305 0.0 0.1 0.0
C -2.702 -1.870 1.406 -0.1 0.5 -0.2
C -3.846 -2.453 0.621 0.0 -0.1 0.0
O -2.426 -0.662 1.282 -0.4 -0.7 0.2
H -1.023 -2.682 4.046 0.0 0.0 0.0
H -1.112 -1.119 3.214 0.0 0.0 0.0
H 0.003 -2.367 2.627 0.0 0.0 0.0
H -1.553 -4.604 2.860 0.0 0.0 0.0
H -2.390 -4.561 1.313 0.0 0.0 0.0
H -3.294 -4.299 2.817 0.0 0.0 0.0
H -4.545 -2.986 1.267 0.0 0.0 0.0
H -3.475 -3.155 -0.130 0.0 0.0 0.0
H -4.363 -1.639 0.123 0.0 0.0 0.0
C 1.153 3.098 -2.401 -0.2 0.2 0.0
Si 1.402 1.264 -2.244 0.4 0.2 -0.1
C 2.878 0.807 -1.214 0.0 -0.2 0.1
C 1.918 0.724 -3.955 -0.3 -0.2 -0.3
N -0.106 0.536 -1.510 -0.8 -1.8 -1.1
C -0.984 -0.302 -2.230 0.5 0.8 -0.1
C -2.323 -0.487 -1.828 -0.3 0.1 0.2
C -3.169 -1.339 -2.511 0.0 0.0 0.0
C -2.738 -2.028 -3.639 0.0 0.1 0.1
C -1.436 -1.836 -4.072 0.2 0.0 -0.1
C -0.579 -0.999 -3.386 -0.1 -0.1 -0.1
H 1.588 3.435 -3.345 0.0 -0.1 0.0
H 1.639 3.662 -1.604 0.0 0.0 0.0
H 0.094 3.367 -2.413 0.1 0.1 -0.1
H 3.720 1.456 -1.473 -0.1 0.0 -0.1
H 3.163 -0.227 -1.428 0.0 0.0 0.0
H 2.718 0.876 -0.150 0.1 -0.1 0.0
H 2.814 1.313 -4.176 0.0 0.0 0.1
H 1.175 0.945 -4.724 0.1 0.0 0.0
H 2.193 -0.329 -4.031 0.1 0.1 0.0
H -2.717 0.070 -0.993 0.0 0.0 0.0
H -4.186 -1.462 -2.163 0.0 0.1 0.0
H -3.404 -2.699 -4.166 0.0 0.0 0.0
H -1.076 -2.349 -4.955 0.0 0.0 0.1
H 0.429 -0.924 -3.727 0.2 0.0 -0.1
```
Forces are in eV/Å.

---

In the order shown, the computed energy above the lowest of the compared OMol25 structures with the same formula, charge and spin values come out to 58.03; 272.87; 127.02 kJ/mol.